Here is 2 unconnected molecules or ions with the total composition C21H39ClN4O5PS2 from the Open Molecules 2025 dataset. Energies are from wB97M-V/def2-TZVPD.

Atoms and positions in Å:
1 Cl -6.04524 -0.03049 -1.70348
2 S -2.58981 -7.21692 4.74770
3 S -1.31310 4.92293 -0.03837
4 P 3.69550 5.76962 -0.55305
5 O 4.81970 6.35702 -1.59672
6 O 3.21536 4.39294 -1.34652
7 O 2.50863 6.62102 -0.88503
8 O 4.77137 4.88457 0.30237
9 O -0.33362 -5.84242 4.93737
10 N -2.31994 -0.47501 -1.25624
11 N -4.45068 -0.52907 -1.47316
12 N 0.08085 -7.86838 4.19749
13 N 1.26115 -7.17319 4.29964
14 C 4.96364 7.75893 -1.80942
15 C -3.68053 -7.52138 2.20570
16 C -0.84174 -7.04387 4.58038
17 C -2.22531 2.38502 -0.80733
18 C 7.15534 4.69505 0.00835
19 C -1.67270 -2.84408 -0.77922
20 C 5.83329 8.39427 -0.74052
21 C -2.82944 -4.94668 0.23471
22 C -3.15461 -8.34489 3.43165
23 C -3.38345 1.79313 -1.67904
24 C -2.90175 -6.49307 -0.01954
25 C -2.72426 -1.79548 -1.08622
26 C 1.83113 4.05451 -1.38674
27 C 5.79945 4.12442 -0.35725
28 C -2.13302 -4.30682 -1.01113
29 C -2.66856 3.70010 -0.09188
30 C -3.40112 0.28166 -1.48259
31 C -4.07233 -1.85895 -1.24016
32 C 1.01258 -5.99744 4.73941
33 C -2.49591 -7.34288 1.20951
34 C 1.26238 4.35753 -2.75949
35 H -3.48912 4.13438 -0.68592
36 H 7.41909 4.42596 1.03277
37 H 3.99546 8.25868 -1.85825
38 H 1.69729 -5.18460 4.95326
39 H -1.58614 -6.97422 1.71360
40 H -3.87055 -4.59379 0.32798
41 H -3.93969 -6.51779 2.57801
42 H -3.99837 -8.91867 3.85286
43 H -2.80530 -4.44414 -1.87220
44 H -0.77726 -2.64404 -1.39307
45 H -4.52354 -8.04675 1.73348
46 H -1.21529 -4.89792 -1.17112
47 H -1.31685 2.58860 -1.39952
48 H 0.17645 4.23490 -2.76906
49 H -3.90672 -6.80067 -0.34850
50 H 1.27803 4.57849 -0.60882
51 H -4.33395 2.16630 -1.26349
52 H 7.92898 4.31010 -0.65782
53 H -2.19938 -6.74449 -0.83592
54 H 5.66655 4.10565 -1.43517
55 H -3.05885 3.51246 0.91917
56 H 5.85329 9.47854 -0.85820
57 H 6.85873 8.02870 -0.81140
58 H -4.68177 -2.75437 -1.19278
59 H 5.71935 3.09732 0.00123
60 H 1.50120 5.37267 -3.07496
61 H -3.28576 2.07305 -2.73639
62 H -2.27341 -4.70640 1.15710
63 H 5.43352 7.88497 -2.78618
64 H 5.46655 8.15321 0.26025
65 H -1.40767 -2.74085 0.28709
66 H -1.36992 -0.12853 -1.20924
67 H 1.74512 2.98231 -1.17931
68 H 7.15274 5.78210 -0.04206
69 H -2.26383 -8.36080 0.84211
70 H -2.40254 -9.08712 3.12789
71 H 1.69396 3.68690 -3.50587
72 H -1.88653 6.14482 0.11438
73 H -1.96711 1.68333 0.00291

Summary:
HOMO level, eV: -10.730
Lowest unoccupied orbital energy, eV: -3.23
Multiplicity: 1
Frontier orbital gap, eV: 7.502
Total charge: +1

***

Here is a molecular structure, C21H39IrN6O4PSSe3Te from the Open Molecules 2025 dataset. Energies are from wB97M-V/def2-TZVPD.

Atoms and positions in Å:
1 Ir 0.07806 0.27150 -0.12924
2 Te 3.66409 1.86564 1.80154
3 Se 1.63317 2.76330 3.12664
4 Se 2.75854 0.00117 0.56424
5 Se -0.16725 2.47905 1.85162
6 S 1.65300 -7.09677 -3.44173
7 P -0.96176 1.55296 -1.93421
8 O 1.25578 -6.66119 -4.74785
9 O -3.77150 -3.87389 -1.52938
10 O -2.53569 -5.49838 -2.23985
11 O 1.55197 -8.46844 -3.07704
12 N -1.13875 -0.66829 1.58049
13 N -0.86593 -3.28256 4.04866
14 N -0.29048 -3.82320 -2.04491
15 N -2.60032 -1.87341 3.55866
16 N -2.71730 -4.38135 -1.82154
17 N -0.23269 -1.94883 -0.87347
18 C 4.30723 -7.41060 -3.92763
19 C 1.95110 -2.77515 -1.74219
20 C 1.14713 3.36515 -1.54051
21 C -1.51404 -2.39261 -0.89289
22 C -0.53371 4.06450 -3.26344
23 C 0.48655 -2.83061 -1.56393
24 C -3.18464 2.53447 -0.56115
25 C -0.60114 -1.62962 2.29844
26 C -2.82517 1.68302 -1.77628
27 C -0.32026 3.30721 -1.95692
28 C -0.62781 0.82407 -3.61428
29 C 0.62959 -6.11293 -2.23621
30 C -1.44090 -0.44646 -3.85344
31 C -3.57512 2.17391 -3.01265
32 C -2.39571 -0.29675 1.81763
33 C -1.35011 -2.27437 3.32304
34 C 3.37361 -6.51802 -3.14497
35 C -3.11788 -0.91419 2.83552
36 C 0.86364 0.51058 -3.72204
37 C 0.12681 -4.87295 -2.95125
38 C -1.56828 -3.55996 -1.61134
39 H -0.91029 1.58053 -4.35461
40 H 1.04734 -0.10278 -4.59871
41 H -3.50451 3.25181 -3.11925
42 H -1.44693 -3.66619 4.77621
43 H -3.23007 1.71109 -3.93068
44 H 0.08206 -3.60657 3.96244
45 H 5.33697 -7.08043 -3.79554
46 H -2.81444 0.48313 1.20448
47 H -2.32900 -1.89054 -0.41432
48 H 4.21645 -8.43688 -3.58345
49 H -0.30107 5.11668 -3.10146
50 H 1.46424 1.40881 -3.81713
51 H 0.41498 -1.92533 2.07675
52 H -1.56008 4.00304 -3.60752
53 H 3.54094 -6.59011 -2.07384
54 H -0.18499 -6.76274 -1.92447
55 H -2.47323 2.38753 0.25609
56 H -0.71658 -5.14996 -3.58649
57 H -2.48915 -0.33024 -3.59905
58 H -1.37685 -0.72468 -4.90454
59 H -1.04197 -1.26190 -3.25917
60 H 1.39619 4.37132 -1.21015
61 H -4.13192 -0.62002 3.05828
62 H 1.34255 2.66435 -0.72366
63 H -4.18035 2.28229 -0.20824
64 H -4.62934 1.93282 -2.89691
65 H 3.41423 -5.48813 -3.48737
66 H 0.12105 3.70267 -4.05239
67 H 2.23862 -3.06882 -2.74774
68 H 1.19543 -0.03803 -2.83548
69 H -3.12492 0.64504 -1.57792
70 H 4.07208 -7.37743 -4.98857
71 H 1.27351 -5.88517 -1.39128
72 H 1.81157 3.11518 -2.36342
73 H -0.91054 3.79131 -1.17022
74 H 0.90921 -4.47938 -3.60202
75 H 2.43760 -3.45263 -1.04130
76 H 2.31080 -1.76965 -1.52979
77 H -3.19251 3.59084 -0.81405

Summary:
HOMO level (alpha / beta), eV: -13.750 / -14.186
Lowest unoccupied orbital energy (alpha / beta), eV: -6.77 / -8.97
Multiplicity: 6
Frontier orbital gap (alpha / beta), eV: 6.979 / 5.218
Total charge: +2

***

- The lowest total charge belongs to which entry?
  C21H39ClN4O5PS2

***

- Which formula does entry 1 have?
  C21H39ClN4O5PS2

***

- Look up the total charge of the first one.
  +1

***

- The highest total charge belongs to which entry?
  C21H39IrN6O4PSSe3Te